Record 1
{
  "formula": "C56H75Cl2N4O3P3SiTi",
  "method": "ωB97M-V with the def2-TZVPD basis set",
  "spin_multiplicity": 3,
  "s_squared": 2.01,
  "fmax_ev_per_a": 3.10,
  "total_energy_ha": -5707.125125,
  "total_charge": 0,
  "homo_energy_ha": [-0.191, -0.235],
  "symbols": ["C", "H", "H", "C", "H", "C", "H", "C", "H", "H", "H", "H", "H", "H", "H", "C", "C", "C", "C", "H", "H", "H", "Si", "C", "O", "H", "C", "C", "H", "H", "H", "H", "H", "H", "H", "H", "H", "H", "H", "H", "C", "C", "C", "H", "Ti", "C", "H", "O", "H", "H", "C", "H", "C", "C", "C", "H", "H", "H", "C", "C", "H", "C", "P", "C", "C", "C", "C", "C", "H", "C", "C", "H", "C", "H", "H", "H", "H", "C", "C", "C", "Cl", "H", "H", "C", "H", "C", "H", "C", "P", "H", "H", "N", "C", "H", "C", "C", "C", "H", "H", "C", "H", "Cl", "H", "H", "C", "C", "H", "C", "H", "N", "H", "H", "O", "H", "H", "H", "H", "H", "C", "H", "C", "C", "C", "H", "C", "P", "C", "C", "N", "H", "H", "H", "N", "H", "H", "C", "H", "H", "H", "C", "H", "C", "C", "C", "H"],
  "xyz": [[3.84, -2.60, 2.96], [3.91, 3.94, 3.88], [0.80, 0.49, -8.46], [1.98, -1.72, -1.66], [3.28, -3.62, -0.16], [1.86, -1.45, 2.09], [-5.53, -0.07, 0.58], [0.88, -4.36, 1.13], [-0.28, 3.02, -4.72], [-2.55, 4.52, 0.91], [3.03, -5.37, -0.14], [1.72, -4.04, 1.75], [-1.88, -4.54, -3.45], [-2.29, 4.21, -4.65], [0.03, -3.74, 1.38], [3.42, 3.21, 3.24], [-1.88, -0.57, -4.74], [-0.90, -2.47, 6.27], [-1.02, -4.11, 4.36], [0.26, 3.79, -3.22], [-2.31, 0.43, -4.82], [-0.07, 4.27, -1.06], [1.21, -0.23, 0.70], [0.49, -0.23, -7.72], [-1.30, 1.41, -1.46], [2.03, 3.52, -2.17], [0.59, -2.47, -6.89], [1.05, -1.50, -7.75], [0.98, 5.97, 0.42], [-2.34, -2.48, 4.70], [3.92, 0.75, -0.41], [1.80, -4.47, -3.57], [-2.15, -3.25, -2.28], [1.69, 4.40, 3.00], [1.03, 4.37, -9.49], [-3.13, 1.28, 0.50], [2.41, 4.93, 0.60], [-1.35, 5.65, 0.26], [3.69, -1.74, 1.02], [-1.46, -3.20, 6.86], [2.41, -0.73, -0.75], [3.55, 0.00, -1.10], [2.16, 3.47, 2.72], [3.90, 0.16, 1.93], [-0.79, -0.28, -0.92], [-1.36, -0.64, -3.29], [-2.07, 3.25, 3.06], [-2.21, -0.94, -2.41], [1.31, 0.43, 4.67], [-2.33, 4.90, -3.01], [0.05, 2.96, -8.22], [-0.49, 3.38, 3.84], [-1.26, -2.66, 4.79], [-2.05, 2.12, -2.16], [1.68, 3.02, -1.26], [-2.14, 1.23, -6.57], [-1.17, -1.48, 6.63], [1.39, -2.68, 5.24], [2.64, -1.88, -2.88], [-2.89, -1.89, 0.29], [5.11, 0.40, -2.53], [-1.25, 3.93, 3.28], [-0.62, -1.55, 3.39], [0.75, -4.72, -3.39], [0.13, 3.79, -9.33], [-0.77, 0.18, 4.10], [-0.93, 3.87, -10.21], [3.20, -2.84, 4.16], [1.81, -1.73, -8.49], [-2.17, 0.38, 4.68], [4.22, -0.19, -2.29], [-2.93, 0.12, 3.95], [3.18, -1.91, 1.96], [0.25, -0.01, 6.02], [5.06, 1.83, 3.26], [0.68, -5.05, -0.86], [-1.53, -4.32, 3.42], [-0.89, -0.85, -5.84], [3.74, -1.11, -3.21], [1.59, 5.20, -0.06], [-3.59, 1.38, -8.61], [-3.12, 2.17, -1.94], [0.71, -5.61, -2.76], [2.11, 1.30, 1.60], [4.86, -2.94, 2.80], [1.19, -1.78, 3.29], [4.22, -1.24, -4.17], [-0.50, 0.09, -6.80], [-0.02, 3.01, 0.99], [-0.86, 4.51, -11.08], [2.96, -4.48, -1.66], [-1.65, 2.90, -3.17], [-0.67, 4.48, 1.98], [0.04, -4.32, 4.23], [-2.08, 3.14, -9.98], [1.88, -2.46, 4.30], [-2.50, 3.99, -3.60], [-0.78, -2.92, -5.32], [-1.63, 4.75, 3.91], [4.06, 2.03, 2.90], [-2.17, 6.02, 1.78], [1.37, 2.93, -7.10], [-3.55, 3.71, -3.51], [2.26, -2.58, -3.62], [-1.49, -4.06, -2.55], [-1.08, 2.18, -7.98], [0.65, -5.39, 1.39], [-1.74, 5.21, 1.18], [0.23, 2.01, -3.35], [-4.23, -1.76, 0.38], [0.13, 5.18, 2.21], [-2.92, 3.19, -10.66], [-0.17, -0.38, -2.97], [2.02, 5.64, -0.96], [-2.33, 1.42, 4.98], [-0.67, 0.81, 3.21], [-1.50, -4.80, -1.74], [-2.71, -1.28, -4.78], [0.32, 0.57, 5.10], [-0.07, -2.75, -3.51], [-0.05, -3.56, -2.79], [-0.28, 2.93, -3.64], [3.40, 1.10, 2.13], [2.57, 2.77, -0.67], [-4.53, -0.43, 0.47], [0.50, -2.71, -1.21], [1.52, 2.56, 1.88], [-3.33, 0.22, 0.43], [-2.31, -0.70, 0.31], [-2.33, -0.23, 5.57], [0.22, 1.63, 5.36], [0.15, -2.63, 6.48], [-1.18, 1.33, -6.86], [3.72, -3.33, 4.97], [-1.41, -4.81, 5.11], [-0.38, -2.14, -5.96], [0.31, -5.00, -4.35], [-2.37, -2.83, 0.23], [1.17, 2.10, -1.53], [1.22, -4.24, -0.37], [0.97, -3.49, -6.95], [2.71, -4.44, -0.60], [-2.15, 2.31, -8.88], [0.79, 3.96, -0.45], [-4.89, -2.52, 0.40]]
}


Record 2
{
  "formula": "C56H76N10O2PS2",
  "method": "ωB97M-V with the def2-TZVPD basis set",
  "spin_multiplicity": 1,
  "fmax_ev_per_a": 1.89,
  "total_energy_ha": -4014.927109,
  "total_charge": 1,
  "homo_energy_ha": -0.386,
  "symbols": ["H", "H", "S", "H", "C", "C", "C", "H", "O", "H", "C", "C", "H", "H", "C", "C", "C", "H", "C", "C", "C", "H", "C", "H", "H", "H", "C", "H", "H", "H", "H", "C", "C", "H", "C", "H", "C", "O", "C", "H", "H", "H", "H", "C", "H", "S", "C", "H", "C", "C", "C", "N", "H", "H", "H", "C", "C", "H", "C", "C", "C", "N", "H", "C", "H", "H", "C", "C", "C", "H", "H", "H", "H", "C", "N", "H", "C", "H", "H", "C", "H", "N", "H", "H", "C", "C", "H", "N", "H", "C", "H", "H", "H", "N", "H", "C", "H", "C", "H", "H", "H", "N", "C", "H", "H", "C", "C", "C", "C", "H", "H", "H", "C", "H", "C", "C", "H", "H", "C", "C", "C", "H", "H", "H", "C", "H", "H", "H", "H", "H", "H", "H", "H", "H", "P", "C", "H", "H", "C", "C", "H", "N", "H", "N", "C", "N", "H"],
  "xyz": [[1.19, 1.83, 3.19], [7.00, -2.44, -0.76], [4.44, 0.05, -2.79], [0.12, -2.50, 0.78], [0.69, 7.08, 5.25], [-0.90, 2.43, 0.84], [8.58, -3.05, 2.46], [5.22, -4.91, -0.20], [1.97, 2.35, -0.86], [1.77, 4.47, 3.29], [-4.08, -1.51, 2.83], [-3.18, -2.48, 0.98], [2.25, 1.58, 1.01], [3.58, -4.25, -0.40], [-6.27, 1.57, 4.98], [-7.96, 0.57, 3.84], [-6.94, -6.56, -6.13], [3.51, 9.04, 6.87], [5.01, -3.49, -1.84], [2.71, 8.49, 6.38], [-3.53, -2.47, 3.66], [6.04, 0.51, -4.90], [-7.59, -0.06, 6.10], [5.74, -0.24, 0.26], [3.26, 0.87, -0.26], [5.30, 2.58, -3.72], [-7.99, 2.48, -0.92], [0.27, 6.58, 7.30], [-4.68, -0.70, 3.23], [6.85, 0.46, -0.91], [0.42, 2.22, -2.11], [-6.10, -5.46, -6.29], [0.52, -1.70, 0.15], [0.00, -1.77, -0.80], [-7.00, -7.17, -4.89], [0.99, -0.09, 1.58], [10.23, -5.00, 1.58], [1.06, 3.74, 1.56], [-1.75, 0.43, -1.12], [-5.46, 2.30, 4.96], [-5.86, 1.53, 1.52], [-7.26, -0.82, -5.51], [-7.83, -0.64, 6.98], [-5.30, -0.28, -4.85], [-2.63, 0.84, -0.62], [2.43, -1.85, -1.82], [-2.59, -3.48, 1.72], [10.35, -3.74, -0.16], [9.92, -3.88, 0.83], [4.47, -4.57, -0.91], [-8.32, -0.20, 4.93], [-5.43, -5.60, -3.99], [4.20, -5.44, -1.52], [-2.01, -4.26, 1.24], [-8.51, 0.49, 2.90], [-6.54, 0.85, 6.13], [6.63, -0.42, -0.33], [3.56, 3.77, -0.05], [7.86, 2.86, -6.50], [0.95, 1.58, -1.41], [-7.43, 2.42, 0.35], [6.49, 3.84, -4.80], [-3.56, -1.58, -2.44], [6.03, 2.63, -4.52], [4.45, -3.51, -2.77], [4.83, 2.56, 0.14], [2.04, -2.05, -0.04], [-2.77, -3.48, 3.10], [-6.58, -2.02, -3.86], [-7.86, 2.98, 1.17], [2.71, -1.42, 0.53], [-1.00, 2.05, 1.86], [-0.27, 2.42, 3.98], [0.77, 2.65, 3.76], [-4.28, -0.47, -4.01], [3.85, 3.05, 1.50], [2.81, 1.79, 0.11], [-1.77, -0.64, -0.95], [7.74, 4.95, -5.99], [2.58, 8.52, 5.00], [-2.33, -4.25, 3.72], [-3.91, -1.50, 1.51], [6.03, -3.75, -2.10], [1.29, 2.74, 4.71], [7.39, 3.95, -5.78], [-6.23, -6.65, -3.86], [-7.48, -2.62, -3.80], [-7.52, 1.81, -1.97], [-6.26, -7.09, -2.87], [8.82, -4.13, 3.29], [-0.70, -0.52, 1.52], [-7.64, -8.02, -4.72], [10.89, -5.76, 1.18], [5.02, -2.12, -1.23], [-0.77, 4.55, 1.13], [0.19, -0.35, 0.90], [3.26, 9.09, 4.39], [-5.82, 0.91, -0.54], [-5.94, 0.99, 7.02], [-6.06, 0.50, -2.62], [8.59, 3.00, -7.29], [9.11, -2.91, 1.25], [-6.45, 1.04, -1.77], [2.16, -3.07, 0.27], [-7.52, -6.93, -6.96], [-6.46, -1.02, -4.81], [6.44, 1.48, -5.18], [-4.41, -1.44, -3.10], [-6.32, 1.61, 0.54], [7.47, -0.61, 0.32], [-2.46, 0.32, -3.01], [6.81, -1.46, -2.21], [1.54, 7.80, 4.42], [-1.67, 1.69, -2.71], [3.85, 2.85, 0.43], [0.88, 3.95, 2.96], [7.72, 0.73, -6.74], [0.16, 3.97, -0.23], [6.42, -1.63, -1.20], [-5.37, -5.03, -5.20], [-0.11, 3.74, 0.79], [-5.58, -3.01, -2.23], [7.92, -2.24, 2.79], [-6.02, -4.95, -7.24], [-5.53, -2.24, -2.98], [-5.16, 0.51, -5.58], [9.88, -6.00, 3.45], [0.03, 4.60, 3.16], [-1.90, 2.64, 0.48], [1.28, 0.71, -1.98], [-9.14, -0.89, 4.87], [-0.13, 6.51, 4.85], [1.41, 7.79, 3.35], [-4.71, -4.17, -5.28], [-0.29, 1.05, -0.19], [9.67, -5.13, 2.84], [-4.96, 0.26, -0.43], [8.36, -4.19, 4.27], [0.91, 7.12, 6.62], [4.12, -1.29, -1.93], [-3.07, -2.45, -0.10], [1.90, 7.81, 7.19], [-3.70, -2.42, 4.73], [-1.64, 0.69, -2.55], [7.37, 1.60, -6.19], [-6.96, 1.45, 3.84], [-8.86, 3.10, -1.11]]
}


Record 3
{
  "formula": "C56H90O30",
  "method": "ωB97M-V with the def2-TZVPD basis set",
  "spin_multiplicity": 1,
  "fmax_ev_per_a": 3.58,
  "total_energy_ha": -4445.091018,
  "total_charge": 0,
  "homo_energy_ha": -0.350,
  "symbols": ["H", "H", "H", "C", "H", "H", "H", "C", "C", "H", "H", "H", "H", "H", "H", "H", "O", "H", "H", "O", "H", "C", "H", "O", "C", "H", "O", "C", "C", "O", "C", "O", "H", "H", "O", "H", "H", "C", "C", "H", "H", "C", "H", "C", "C", "H", "O", "H", "H", "H", "C", "C", "C", "H", "O", "O", "C", "H", "H", "H", "C", "H", "H", "C", "H", "O", "O", "C", "H", "H", "H", "O", "H", "O", "H", "C", "H", "C", "C", "O", "H", "C", "C", "H", "H", "O", "H", "H", "C", "C", "C", "H", "C", "C", "H", "H", "H", "O", "O", "H", "H", "C", "H", "H", "H", "H", "C", "H", "O", "O", "C", "H", "O", "H", "H", "C", "C", "C", "H", "C", "C", "H", "H", "O", "C", "H", "H", "H", "C", "H", "H", "H", "C", "O", "H", "C", "C", "O", "C", "C", "H", "H", "O", "C", "O", "C", "C", "H", "H", "O", "H", "O", "H", "C", "H", "C", "H", "H", "H", "C", "H", "O", "C", "H", "C", "H", "H", "C", "H", "H", "O", "H", "C", "H", "C", "H"],
  "xyz": [[3.52, -2.39, 1.98], [-5.99, -2.43, -0.30], [0.71, 3.50, -5.34], [0.09, -3.08, 4.09], [-0.74, -0.92, 5.33], [-4.18, 1.01, -4.29], [2.63, -2.82, -5.60], [4.08, -0.95, 0.50], [-4.16, -6.65, -0.11], [4.06, -1.60, -0.37], [-1.39, 1.83, -4.05], [2.32, 4.24, 4.79], [-7.24, -0.57, 1.52], [1.57, 1.68, 3.13], [5.88, -1.12, 3.26], [-1.81, -0.96, 6.65], [1.51, 0.43, -1.78], [-7.29, -2.35, 1.70], [1.06, -2.72, -1.46], [2.81, 2.27, -6.21], [2.26, -1.23, -7.41], [-3.31, 3.09, 2.54], [6.26, 1.89, 3.28], [0.79, 4.99, -2.90], [0.89, 6.67, 0.35], [-1.36, -5.86, -2.16], [1.57, -4.71, -1.74], [0.83, -5.81, -1.93], [0.13, 3.27, -4.42], [4.87, 3.00, 4.87], [6.76, 3.84, 2.41], [0.09, 5.85, 1.32], [0.48, 2.10, 0.36], [2.05, -4.12, -6.74], [6.31, -0.62, 1.34], [6.64, 1.71, 1.69], [-1.37, -3.12, 5.42], [-5.51, -1.46, 2.57], [-6.60, -1.50, 1.55], [-3.22, -0.41, -4.93], [-0.49, -0.78, -6.87], [5.26, 1.35, -3.67], [-1.68, 1.31, 4.66], [4.80, 2.56, 1.87], [-1.28, 2.75, -4.68], [-2.65, -5.40, -0.14], [4.63, 3.83, 1.33], [3.66, -0.16, -3.06], [1.47, 1.86, 6.20], [-2.52, -3.57, 2.76], [-2.86, -0.16, -2.79], [1.43, -1.89, -7.21], [-1.54, -4.07, 2.83], [-2.35, 2.30, 0.65], [-5.16, 1.97, 1.68], [-3.14, -1.29, 2.18], [-4.36, 2.02, 2.91], [5.25, 1.69, -2.68], [7.82, 3.91, 2.32], [-2.44, 2.90, 3.13], [4.13, -1.44, 1.94], [-0.91, -5.79, 3.97], [6.29, 1.12, -4.03], [-4.24, -1.30, 1.73], [1.41, -3.09, -3.12], [0.02, -0.73, -0.59], [-4.82, -4.50, -0.97], [-5.94, -1.46, 0.17], [0.51, 2.60, 4.08], [2.94, 3.82, 3.14], [-3.26, -1.65, -1.35], [1.10, -6.94, -1.63], [6.22, 4.46, 0.27], [5.80, 0.62, -0.45], [0.78, -0.46, -5.63], [-0.70, -0.61, 0.64], [-1.05, -3.41, -3.10], [0.90, 0.32, -0.77], [0.21, 0.26, 1.50], [3.88, 1.81, 1.96], [-1.30, -4.73, 1.94], [-4.46, 2.41, 0.53], [0.93, -3.54, -2.23], [-5.31, -2.28, 3.24], [-2.52, -2.34, -2.79], [-2.72, -6.35, -0.06], [2.78, 6.03, -0.56], [-1.02, -3.74, -1.39], [2.19, 5.86, 0.36], [-0.50, -3.93, -2.36], [0.36, -1.19, -6.35], [-1.42, 2.58, -5.78], [0.94, 1.08, 0.51], [-1.79, 0.92, 5.66], [0.39, 6.63, -0.61], [-5.59, -0.52, 3.22], [0.62, 2.54, -3.76], [-0.49, -3.05, 2.85], [-2.72, -1.25, 4.89], [-0.35, -5.80, -3.59], [2.43, 3.74, 1.01], [1.91, 1.42, 5.31], [-3.71, 4.02, 2.81], [-6.05, -6.18, -1.18], [-3.04, 0.60, -2.04], [2.82, 6.01, 1.24], [-4.95, -5.85, -1.21], [4.76, -0.84, -4.25], [-1.14, -2.18, -4.76], [0.65, -3.33, -5.39], [-0.06, 4.42, -3.51], [6.44, 4.23, 3.38], [-4.51, -1.11, 0.40], [1.99, 1.27, 0.74], [-3.91, 1.08, 3.00], [1.73, 4.37, 0.50], [-0.72, -3.95, 5.03], [-3.26, -1.61, -2.42], [-4.23, -7.70, -0.37], [-2.24, 3.90, -4.15], [1.79, -3.11, -6.28], [-0.75, -1.61, 1.06], [6.01, -2.54, 2.17], [-5.18, -2.98, -3.03], [5.42, -0.17, 0.34], [1.00, -2.21, -8.22], [-0.44, 0.80, 2.14], [-1.81, 0.10, -3.02], [4.31, 0.12, -3.88], [5.82, 5.61, 1.56], [-5.03, 2.23, 3.74], [-3.59, 0.55, 5.99], [-3.76, -0.01, -4.03], [3.37, 0.52, -4.98], [0.73, -0.36, 2.10], [-0.43, -5.41, -2.57], [3.53, 1.78, -5.39], [-1.37, 4.75, -3.38], [1.53, 2.24, 4.09], [-4.57, -1.96, -3.13], [1.53, 0.39, 5.27], [3.68, -0.63, 2.60], [-4.88, 2.18, -0.56], [2.55, 3.36, 4.10], [-4.92, -0.89, -3.92], [3.75, 2.63, 4.79], [4.67, 2.43, -4.57], [-6.39, -0.68, -0.41], [-2.66, 4.65, -4.82], [-0.27, 3.76, 1.92], [1.44, 3.86, -0.43], [1.16, -2.56, 4.32], [-4.69, -6.08, -2.22], [0.41, 4.56, 1.33], [-4.70, -6.45, 0.84], [-3.13, 2.98, 1.01], [3.22, -0.22, 0.31], [-2.79, -1.07, 3.93], [4.37, 3.33, -4.07], [6.18, 2.44, 2.35], [0.97, 7.71, 0.74], [-3.03, 1.34, 6.16], [-0.15, -2.28, -5.43], [-2.88, 3.92, 0.52], [-1.53, -4.87, 4.11], [-2.88, 3.41, -3.44], [-5.01, -4.04, -1.79], [5.62, -1.51, 2.25], [-1.66, -0.12, 0.47], [-2.53, -5.16, 4.48], [3.30, 1.43, 5.34], [5.33, 2.71, -5.37], [-1.72, -0.60, 5.60], [-0.03, -4.40, 5.75], [5.94, 4.55, 1.31], [-0.93, 1.26, 6.31]]
}


Which formula does entry 1 have?
C56H75Cl2N4O3P3SiTi


Which formula does entry 2 have?
C56H76N10O2PS2